Record 1
The following is a quantum chemistry calculation of a molecular structure, C24H52N6OPSi3Tb, from OMol25.

Structure (XYZ):
```
88
Properties=species:S:1:pos:R:3:mulliken_charge:R:1
Tb 0.21 -0.91 0.12 -1.43
C 4.84 -0.04 1.23 -1.07
Si 3.12 0.20 0.57 0.25
C 2.96 1.86 -0.28 -0.60
C 2.91 -1.02 -0.92 -0.97
C 1.72 -0.14 1.77 1.20
Si 1.94 -1.67 2.84 0.60
C 3.24 -1.62 4.15 -1.11
C 2.40 -3.12 1.71 -0.96
C 0.29 -2.15 3.63 -0.94
Si 0.72 1.21 2.59 -0.13
C 0.67 1.15 4.46 -1.30
C 1.11 2.97 2.14 -1.04
C -1.17 0.97 2.13 0.83
C -2.14 1.85 2.61 -0.93
C -3.48 1.61 2.36 -0.34
C -3.85 0.47 1.65 -1.14
C -2.86 -0.37 1.22 -0.26
N -1.56 -0.12 1.44 0.63
H 5.58 0.25 0.49 0.40
H 5.03 -1.08 1.51 0.33
H 4.99 0.58 2.12 0.35
H 3.62 1.88 -1.16 0.45
H 3.24 2.69 0.36 0.43
H 1.93 2.03 -0.63 -0.33
H 3.67 -0.80 -1.67 0.56
H 1.96 -0.91 -1.47 0.07
H 3.03 -2.07 -0.64 0.49
H 4.25 -1.61 3.72 0.32
H 3.16 -2.51 4.79 0.38
H 3.15 -0.74 4.80 0.31
H 3.42 -3.03 1.35 0.35
H 1.75 -3.27 0.84 0.20
H 2.34 -4.05 2.30 0.40
H 0.18 -1.67 4.61 0.33
H 0.26 -3.23 3.80 0.53
H -0.59 -1.87 3.05 0.13
H 1.65 0.90 4.88 0.37
H -0.05 0.43 4.85 0.39
H 0.39 2.13 4.84 0.43
H 2.11 3.24 2.50 0.40
H 0.40 3.63 2.66 0.40
H 1.06 3.19 1.08 0.09
H -1.83 2.72 3.18 0.42
H -4.23 2.29 2.73 0.49
H -4.89 0.24 1.46 0.50
H -3.09 -1.29 0.69 0.53
C -2.34 1.53 -4.61 -1.11
N -1.86 0.84 -3.41 0.67
C -2.18 -0.58 -3.36 -0.84
P -1.11 1.67 -2.22 -0.84
O -0.44 0.64 -1.30 0.37
N -2.22 2.56 -1.41 0.86
C -3.60 2.73 -1.87 -1.07
C -1.79 3.58 -0.44 -1.18
N 0.05 2.66 -2.80 0.48
C -0.21 4.05 -3.23 -0.85
C 1.14 2.00 -3.54 -1.01
H -3.40 1.33 -4.76 0.43
H -1.79 1.19 -5.49 0.35
H -2.21 2.61 -4.52 0.20
H -3.26 -0.73 -3.44 0.32
H -1.85 -1.02 -2.42 0.03
H -1.70 -1.11 -4.19 0.30
H -3.93 1.86 -2.43 0.31
H -3.72 3.62 -2.48 0.31
H -4.24 2.83 -0.99 0.35
H -0.73 3.46 -0.20 0.15
H -2.36 3.46 0.48 0.35
H -1.96 4.58 -0.82 0.42
H -0.38 4.70 -2.38 0.23
H -1.04 4.14 -3.93 0.27
H 0.68 4.41 -3.74 0.42
H 1.34 1.02 -3.11 0.16
H 2.04 2.59 -3.46 0.40
H 0.89 1.87 -4.60 0.36
C -1.10 -6.40 -2.09 -0.85
N -0.93 -5.26 -1.19 0.08
C -1.12 -5.26 0.17 -0.69
C -0.90 -3.99 0.59 -0.54
N -0.58 -3.20 -0.50 0.26
C -0.61 -4.01 -1.55 -0.44
H -0.86 -7.31 -1.55 0.32
H -0.41 -6.31 -2.93 0.35
H -2.12 -6.45 -2.46 0.33
H -1.38 -6.16 0.71 0.49
H -0.95 -3.60 1.59 0.39
H -0.39 -3.72 -2.57 0.50
```

Results
- strongest force on any atom (eV/Å) = 0.45
- lowest unoccupied orbital energy (alpha / beta) (Ha) = -0.21867 / -0.18060
- energy above the lowest of the compared OMol25 structures with the same formula, charge and spin (kcal per mole) = 42.72
- total charge = +2
- spin multiplicity = 7

Record 2
The following is a quantum chemistry calculation of a single C15H10BBrF2O4 molecule in a non-equilibrium geometry, from OMol25.

Structure (XYZ):
```
33
Properties=species:S:1:pos:R:3:mulliken_charge:R:1
O -0.73 -2.16 0.90 -0.67
F 0.40 2.91 2.24 -0.33
F -0.96 4.05 0.85 -0.39
Br 4.14 -1.32 -6.49 -0.17
O -2.02 -1.78 2.76 -0.27
O -1.81 2.28 2.08 -0.66
O -0.32 1.96 0.27 -0.62
C -1.27 -1.36 1.65 0.23
C -0.33 0.63 0.46 0.98
C -2.61 0.47 3.39 -0.49
C -1.85 0.96 2.31 0.79
C -1.14 0.05 1.49 -0.15
C -2.66 -0.88 3.55 0.54
C 0.37 -0.15 -0.50 -0.79
C 1.20 0.52 -1.41 -0.33
C 2.46 -1.73 -4.15 -0.36
C 3.35 0.46 -4.40 -0.31
C 1.88 -1.34 -2.98 -0.39
C 2.75 0.87 -3.24 -0.78
C 3.24 -0.83 -4.87 -0.12
C 1.95 -0.02 -2.52 0.86
B -0.66 2.82 1.37 0.70
C -3.37 -1.44 4.71 -1.32
H -3.15 1.16 4.00 0.49
H 0.36 -1.24 -0.48 0.52
H 1.23 1.59 -1.26 0.47
H 2.29 -2.76 -4.46 0.40
H 3.93 1.19 -4.90 0.41
H 1.22 -2.02 -2.44 0.35
H 2.78 1.90 -3.04 0.39
H -2.97 -2.44 4.91 0.39
H -4.45 -1.50 4.56 0.27
H -3.23 -0.84 5.62 0.37
```

Results
- strongest force on any atom (eV/Å) = 3.54
- lowest unoccupied orbital energy (Ha) = -0.06883
- energy above the lowest of the compared OMol25 structures with the same formula, charge and spin (kcal per mole) = 0.00
- total charge = 0

Record 3
The following is a quantum chemistry calculation of 2 unconnected molecules or ions with the total composition C5H13NS in a non-equilibrium geometry, from OMol25.

Structure (XYZ):
```
20
Properties=species:S:1:pos:R:3:mulliken_charge:R:1
C 0.17 1.60 1.56 -0.70
C -1.20 1.64 0.88 -0.61
S -1.02 1.63 -0.91 -0.16
C 1.02 0.43 1.00 0.66
N 0.99 -0.74 1.74 -0.58
C -0.60 -1.86 -1.23 -0.76
C 0.28 -1.16 -2.27 -0.83
H 0.01 1.51 2.64 0.37
H 0.67 2.54 1.35 0.28
H -1.86 0.81 1.12 0.30
H -1.62 2.57 1.29 0.39
H 1.68 -0.69 2.50 0.26
H 0.44 0.13 0.10 -0.68
H 2.03 0.77 0.72 0.42
H -1.55 -1.33 -1.09 0.24
H -0.14 -1.86 -0.25 0.25
H -0.96 -2.84 -1.54 0.36
H -0.08 -0.15 -2.46 0.18
H 1.34 -1.17 -1.98 0.26
H 0.38 -1.81 -3.15 0.35
```

Results
- strongest force on any atom (eV/Å) = 2.37
- lowest unoccupied orbital energy (Ha) = -0.12397
- energy above the lowest of the compared OMol25 structures with the same formula, charge and spin (kcal per mole) = 132.51
- total charge = 0

Record 4
The following is a quantum chemistry calculation of a single C4H5NS2 molecule in a non-equilibrium geometry, from OMol25.

Structure (XYZ):
```
12
Properties=species:S:1:pos:R:3:mulliken_charge:R:1
N -0.66 2.61 -0.53 -0.39
C -1.14 1.37 -0.52 0.22
C -1.55 -0.05 0.00 -0.39
C -0.31 -0.62 0.86 -0.65
S 0.79 -1.20 -0.54 -0.04
C 2.22 -0.21 -0.63 -0.15
S 2.68 1.14 0.21 -0.22
H -2.60 -0.04 0.70 0.29
H -1.87 -0.81 -0.95 0.30
H 0.05 0.19 1.42 0.45
H -0.50 -1.65 1.30 0.30
H 2.89 -0.74 -1.33 0.29
```

Results
- strongest force on any atom (eV/Å) = 13.00
- lowest unoccupied orbital energy (Ha) = -0.01171
- energy above the lowest of the compared OMol25 structures with the same formula, charge and spin (kcal per mole) = 92.94
- SMILES = N#CCCSC=S
- total charge = 0

Record 5
The following is a quantum chemistry calculation of 14 unconnected molecules or ions with the total composition C26H80O14 in a non-equilibrium geometry, from OMol25.

Structure (XYZ):
```
120
Properties=species:S:1:pos:R:3:mulliken_charge:R:1
C 4.18 0.76 2.60 -0.87
C 4.81 1.60 1.51 -0.36
O 4.11 1.18 0.35 -0.27
H 3.11 0.53 2.54 0.00
H 4.41 1.09 3.62 0.44
H 4.62 -0.24 2.53 0.26
H 5.88 1.44 1.38 0.28
H 4.70 2.67 1.71 0.35
H 3.87 1.94 -0.19 0.04
C 2.34 1.84 -2.46 0.31
C 2.08 2.93 -1.49 0.04
O 3.26 3.49 -1.07 -0.65
H 2.84 2.21 -3.36 0.44
H 1.36 1.46 -2.73 -0.29
H 2.87 0.98 -2.06 -0.40
H 1.46 2.65 -0.64 -0.34
H 1.66 3.82 -1.97 0.62
H 3.15 4.44 -1.08 0.36
C -0.47 -6.19 -3.33 -1.37
C 0.52 -5.74 -2.29 -0.10
O 0.02 -4.61 -1.60 -0.32
H -1.41 -6.55 -2.91 0.33
H -0.05 -7.06 -3.83 0.43
H -0.68 -5.39 -4.04 0.31
H 1.50 -5.48 -2.69 0.32
H 0.66 -6.56 -1.59 0.29
H 0.50 -3.86 -1.96 0.29
C 2.59 -2.93 2.87 -0.31
C 2.29 -4.35 2.41 -0.02
O 1.10 -4.70 2.87 -0.53
H 3.43 -2.55 2.29 -0.12
H 3.00 -3.03 3.87 0.43
H 1.74 -2.31 2.60 -0.03
H 3.04 -5.07 2.74 0.35
H 2.20 -4.47 1.33 -0.09
H 0.64 -5.23 2.22 0.33
C 0.63 -0.76 0.47 -0.58
C -0.42 0.10 -0.22 0.43
O -0.20 -0.06 -1.59 1.06
H 1.65 -0.46 0.24 -0.29
H 0.57 -1.82 0.21 0.28
H 0.44 -0.62 1.53 0.21
H -0.33 1.16 0.03 0.08
H -1.45 -0.20 -0.03 -0.31
H -0.76 0.60 -2.01 -0.51
C -2.85 -3.26 0.74 -0.93
C -2.61 -2.74 -0.68 0.70
O -2.67 -3.70 -1.78 -0.19
H -2.79 -2.41 1.41 0.16
H -2.03 -3.90 1.08 0.26
H -3.78 -3.82 0.74 0.42
H -1.63 -2.26 -0.76 -0.18
H -3.37 -1.99 -0.90 0.20
H -1.86 -4.22 -1.77 0.51
C 1.05 2.74 2.94 -0.32
C -0.35 3.16 3.48 -0.08
O -0.77 2.46 4.62 -0.58
H 0.96 1.69 2.68 -0.28
H 1.75 2.85 3.77 0.41
H 1.38 3.33 2.08 0.22
H -1.14 3.06 2.73 -0.18
H -0.39 4.23 3.70 0.42
H -1.06 1.59 4.36 0.38
O -4.20 0.47 -0.65 -0.62
H -3.63 0.98 -1.23 0.12
H -4.95 0.23 -1.20 0.28
O -1.55 0.00 3.80 -0.71
H -1.27 -0.91 3.74 0.28
H -2.28 0.07 3.19 0.51
O 1.57 -2.21 -2.48 -0.82
H 0.93 -1.58 -2.16 0.09
H 2.33 -2.09 -1.90 0.34
C -2.87 3.85 0.36 -1.08
C -2.09 5.00 -0.40 0.25
C -0.68 5.16 0.16 -1.07
O -1.97 4.66 -1.78 -0.52
H -3.91 3.86 0.03 0.46
H -2.84 4.25 1.37 0.51
H -2.42 2.86 0.27 -0.07
H -2.71 5.90 -0.35 0.39
H 0.05 4.36 0.07 -0.08
H -0.78 5.36 1.23 0.37
H -0.17 6.02 -0.29 0.52
H -1.59 5.42 -2.23 0.27
C 4.43 -3.40 -1.47 -1.72
C 4.75 -2.17 -0.63 1.46
C 6.10 -1.63 -1.04 -1.53
O 3.82 -1.18 -1.03 -0.28
H 4.09 -3.27 -2.50 0.36
H 3.74 -4.04 -0.91 0.16
H 5.36 -3.94 -1.61 0.54
H 4.63 -2.37 0.43 -0.11
H 6.81 -2.39 -0.72 0.51
H 6.32 -0.71 -0.49 0.29
H 6.28 -1.63 -2.11 0.31
H 3.92 -0.37 -0.52 0.00
C -1.76 2.57 -4.59 -1.44
C -2.56 1.68 -3.65 0.63
C -2.66 0.20 -4.05 -1.22
O -2.03 1.77 -2.36 0.50
H -2.33 2.71 -5.51 0.44
H -0.79 2.10 -4.80 0.32
H -1.55 3.57 -4.22 0.22
H -3.56 2.12 -3.59 0.34
H -3.40 -0.39 -3.51 0.26
H -1.71 -0.34 -3.98 0.17
H -2.97 0.07 -5.08 0.43
H -1.99 2.70 -2.16 -0.40
C -4.46 0.84 4.27 -1.58
C -4.73 0.65 2.77 0.92
C -5.32 1.92 2.22 -1.44
O -3.59 0.35 2.08 -0.24
H -4.39 -0.13 4.76 0.39
H -5.34 1.30 4.72 0.44
H -3.63 1.50 4.53 0.31
H -5.44 -0.16 2.58 0.20
H -6.32 1.95 2.67 0.53
H -5.48 1.86 1.14 0.33
H -4.75 2.81 2.47 0.22
H -3.80 0.33 1.15 -0.20
```

Results
- strongest force on any atom (eV/Å) = 5.10
- lowest unoccupied orbital energy (alpha / beta) (Ha) = -0.08536 / -0.32730
- energy above the lowest of the compared OMol25 structures with the same formula, charge and spin (kcal per mole) = 0.00
- total charge = +1
- spin multiplicity = 2

Record 6
The following is a quantum chemistry calculation of a molecular structure, C33H27F4N7RuSbSi in a non-equilibrium geometry, from OMol25.

Structure (XYZ):
```
74
Properties=species:S:1:pos:R:3:mulliken_charge:R:1
Ru -0.28 0.09 -0.02 0.01
C 0.19 -1.32 2.91 -1.03
C -1.20 -1.66 2.48 0.82
C -1.93 -2.67 3.09 -0.92
C -3.24 -2.89 2.71 -0.56
C -3.80 -2.09 1.72 -0.86
C -2.99 -1.15 1.11 0.12
N -1.74 -0.93 1.49 0.32
Sb -3.93 0.07 -0.44 0.99
C -2.77 1.84 0.20 -0.14
C -3.63 2.92 0.41 -0.78
C -3.12 4.15 0.79 -0.72
C -1.76 4.24 0.97 -0.82
C -0.94 3.14 0.77 0.62
C 0.52 3.26 1.01 -1.06
N -1.44 1.95 0.38 0.72
C -2.64 -0.22 -2.18 0.07
C -3.29 -0.54 -3.36 -0.88
C -2.54 -0.65 -4.52 -0.64
C -1.18 -0.38 -4.46 -0.85
C -0.60 -0.04 -3.24 0.65
C 0.85 0.32 -3.13 -1.05
N -1.34 0.03 -2.12 0.50
H 0.37 -1.63 3.94 0.53
H 0.92 -1.84 2.27 0.09
H 0.35 -0.24 2.84 0.01
H -1.46 -3.26 3.86 0.53
H -3.83 -3.67 3.18 0.47
H -4.83 -2.20 1.41 0.48
H -4.69 2.79 0.26 0.50
H -3.76 5.00 0.95 0.45
H -1.30 5.18 1.28 0.48
H 0.77 4.25 1.37 0.49
H 0.83 2.54 1.77 0.08
H 1.07 3.09 0.08 0.02
H -4.36 -0.72 -3.35 0.48
H -3.01 -0.92 -5.45 0.47
H -0.55 -0.43 -5.34 0.50
H 1.33 0.33 -4.10 0.49
H 0.93 1.31 -2.68 0.14
H 1.36 -0.41 -2.49 0.04
F -2.36 -6.12 -2.33 -0.29
C -1.14 -6.38 -1.88 0.28
C -0.59 -7.63 -2.13 0.28
F -1.31 -8.49 -2.81 -0.27
C 0.70 -7.97 -1.68 0.42
C 1.38 -6.98 -0.94 -0.16
C 0.83 -5.74 -0.70 0.49
F 1.50 -4.84 0.01 -0.23
C -0.43 -5.39 -1.19 -0.01
C -1.00 -4.07 -1.03 0.74
C -0.35 -2.89 -0.69 0.24
N 0.11 -1.85 -0.44 0.18
C -2.37 -3.81 -1.26 -0.37
N -3.45 -3.44 -1.38 -0.46
F 2.59 -7.23 -0.46 -0.29
C 1.28 -9.25 -1.99 0.65
C 2.60 -9.61 -1.67 -0.04
N 3.69 -9.93 -1.45 -0.40
C 0.60 -10.24 -2.72 0.01
N 0.10 -11.08 -3.34 -0.40
C 3.02 1.69 -0.99 -1.66
Si 2.25 0.49 0.31 1.57
C 2.88 1.07 2.02 -1.49
C 3.02 -1.24 0.04 -1.36
H 3.82 2.23 -0.49 0.47
H 2.37 2.43 -1.44 0.44
H 3.48 1.12 -1.80 0.49
H 3.84 0.58 2.17 0.45
H 2.26 0.81 2.88 0.35
H 3.05 2.14 2.05 0.44
H 4.06 -1.07 -0.23 0.52
H 2.56 -1.84 -0.73 0.34
H 3.02 -1.82 0.97 0.34
```

Results
- strongest force on any atom (eV/Å) = 1.66
- lowest unoccupied orbital energy (alpha / beta) (Ha) = -0.23481 / -0.33390
- energy above the lowest of the compared OMol25 structures with the same formula, charge and spin (kcal per mole) = 0.00
- total charge = +2
- spin multiplicity = 6